This record from the OMol25 dataset describes C16H15BrSeV as an isolated structure. The level of theory is ωB97M-V with the def2-TZVPD basis set.

Geometry as XYZ:
```
34
Properties=species:S:1:pos:R:3:forces:R:3:nbo_charge:R:1
C 0.4766 2.5674 -0.6033 0.70 2.44 0.79 -0.3416
C -0.8199 2.2103 -0.2037 -0.58 1.08 1.01 -0.2862
C -0.7269 1.2298 0.8119 -0.53 1.20 1.46 -0.3265
H -1.7381 2.6232 -0.5785 -0.08 -0.34 -0.42 0.2755
C 0.6572 1.0606 1.1255 0.20 1.22 1.87 -0.3016
C 1.4040 1.9043 0.2742 0.17 1.72 0.79 -0.3132
H 2.4773 2.1116 0.3705 -0.63 -0.57 -0.56 0.2813
H 0.6984 3.2316 -1.4434 0.05 -0.37 0.68 0.2818
H -1.5922 0.7758 1.2753 0.29 -0.31 -0.06 0.2857
H 1.1044 0.5375 1.9639 -0.36 -0.35 -0.41 0.2774
V 0.2528 0.5695 -0.8182 0.69 -7.81 -7.22 0.9409
Br -1.8346 -0.1827 -2.1694 0.80 0.92 0.65 -0.3468
C 2.4333 -0.4495 -3.0274 -1.27 0.39 -0.18 -0.3063
C 3.3649 0.3733 -2.3290 -0.57 0.77 0.15 -0.2186
C 2.9484 1.7256 -2.4708 0.02 -0.35 -0.24 -0.3511
H 4.2635 0.0227 -1.8249 -0.25 0.13 -0.10 0.2213
C 1.7631 1.7486 -3.2548 0.12 -0.08 0.77 -0.2607
C 1.4262 0.4004 -3.5879 0.48 -0.96 0.68 -0.2988
H 0.6148 0.0836 -4.2407 0.25 0.11 0.26 0.2426
H 2.5241 -1.5209 -3.2087 -0.11 0.36 0.22 0.2323
H 3.4729 2.6025 -2.0926 -0.14 -0.27 -0.06 0.2132
H 1.2523 2.6346 -3.6332 0.14 -0.28 0.15 0.2203
Se 0.2067 -1.9015 0.1125 0.11 1.29 -0.44 0.0834
C -1.1838 -1.9230 1.4316 -0.61 -0.71 1.07 -0.2122
C -0.7359 -2.0763 2.7543 -0.32 -0.10 -0.21 -0.2392
C -1.6187 -2.2694 3.8120 -0.43 0.16 -0.05 -0.2151
C -3.0042 -2.2890 3.6103 0.46 0.00 -0.89 -0.2066
C -3.4734 -2.2337 2.2850 0.50 0.18 0.24 -0.2107
C -2.5741 -2.0779 1.2137 0.39 -0.08 -0.28 -0.2312
H 0.3290 -2.1547 2.9155 0.10 0.20 0.18 0.2198
H -1.2173 -2.4293 4.8007 0.03 0.06 0.16 0.2144
H -3.6975 -2.4001 4.4424 0.19 -0.03 -0.20 0.2183
H -4.5454 -2.3295 2.1090 0.33 0.02 -0.16 0.2198
H -2.9080 -2.1752 0.1782 -0.12 0.35 0.33 0.2385
```
Positions in Å, forces in eV/Å.

The expectation value of S² is 0.851. As for the calculated total energy: -177908.32724 eV. For the LUMO energy (alpha / beta), the calculation gives -2.30 / -1.46 eV. Its net charge is 0. The calculation puts the HOMO energy (alpha / beta) at -7.70 / -7.78 eV. The spin multiplicity is 2.

=====

This record from the OMol25 dataset describes C14H23NO4 in the gas phase. The level of theory is ωB97M-V with the def2-TZVPD basis set.

Geometry as XYZ:
```
42
Properties=species:S:1:pos:R:3:forces:R:3:nbo_charge:R:1
N -2.7389 3.2027 3.5457 0.76 -1.68 0.31 -0.3243
O -1.5372 0.3779 -1.5360 -0.43 0.65 0.32 -0.5993
C -2.2710 2.1530 3.7236 -0.08 0.48 -0.54 0.2843
O -0.0463 -0.5878 -2.9397 -0.76 1.66 1.01 -0.5454
O 0.2825 -0.6732 3.6273 -0.52 -0.83 1.33 -0.5622
O 0.7390 -1.6094 1.5836 2.01 -1.34 0.94 -0.5486
C -0.6221 -0.3665 -1.6970 1.38 -1.32 -0.10 0.8164
C 2.4366 -0.2771 2.7430 1.44 1.35 -0.68 -0.6754
C 1.9362 -2.5142 3.3893 -1.97 0.47 3.77 -0.6267
C 0.6767 0.2094 -5.0721 -1.00 1.24 -0.56 -0.6169
C -1.8641 0.3964 -4.3896 1.34 -0.39 -1.66 -0.6412
C -0.1212 1.9561 -3.5271 -0.18 -0.13 1.54 -0.6503
C 1.3327 -1.2784 2.8685 -0.89 2.39 -3.16 0.5366
C -0.3984 0.4766 -3.9706 1.85 1.03 -0.03 0.2788
C -1.6693 0.7998 3.9629 2.53 1.45 -0.20 -0.5060
C -0.0469 -1.2906 -0.5307 0.83 1.02 -2.80 -0.4823
C -0.9215 -0.0143 1.5301 -0.27 1.76 1.18 -0.4448
C -0.4413 0.4025 3.0205 -1.32 -0.90 -1.35 0.1418
C 0.2444 -0.5991 0.7812 -2.68 -0.72 0.41 0.0852
H 3.3174 -0.6987 2.2337 -0.49 0.11 -0.23 0.2216
H 2.8247 -0.0452 3.7245 -0.14 0.05 0.51 0.2268
H 2.2029 0.7107 2.2903 -0.08 -0.78 0.10 0.2139
H 2.8129 -2.8845 2.9529 1.19 0.09 -0.95 0.2330
H 2.1285 -2.2188 4.4795 -0.06 -0.99 -1.23 0.2213
H 1.1795 -3.2665 3.3426 -0.43 -0.79 0.29 0.2309
H 0.3676 -0.5990 -5.6916 -0.19 -0.84 -0.57 0.2088
H 0.7784 1.1224 -5.7494 -0.20 -1.22 0.92 0.2070
H 1.6536 -0.0317 -4.6746 0.07 0.11 0.38 0.2260
H -2.4628 1.0722 -3.8285 -0.62 -0.14 0.95 0.2311
H -1.9357 0.8379 -5.4170 0.10 -0.85 0.46 0.2135
H -2.1284 -0.6673 -4.3483 -0.58 0.46 -0.24 0.2253
H 0.5657 2.0706 -2.6574 0.02 -0.35 -0.82 0.2207
H 0.2113 2.6065 -4.3512 -0.05 -0.53 0.28 0.2179
H -1.0414 2.3710 -3.1231 -0.12 0.16 -0.10 0.2200
H -2.4071 0.0710 3.9450 -1.43 -1.38 -0.09 0.2454
H -1.2271 0.8372 4.9641 -0.23 -0.08 0.02 0.2575
H -0.8363 -2.0349 -0.5177 0.27 -0.57 0.61 0.2370
H 0.9670 -1.6794 -0.8580 -1.48 -0.06 0.16 0.2386
H -1.7271 -0.7505 1.5272 -0.14 0.16 0.43 0.2122
H -1.2609 0.9285 1.0443 -0.05 -0.70 0.23 0.2336
H 0.2007 1.2702 3.0139 0.25 0.42 -0.43 0.1720
H 0.8469 0.2146 0.5861 2.33 1.53 -0.37 0.1661
```
Positions in Å, forces in eV/Å.

As for the calculated total energy: -24569.65331 eV. For the LUMO energy, the calculation gives 0.64 eV. Its net charge is 0. The SMILES is CC(C)(C)OC(=O)C[C@H]1C[C@@H](CC#N)OC(C)(C)O1. The calculation puts the HOMO energy at -10.01 eV. The spin multiplicity is 1. For the relative energy (zero: lowest compared OMol25 entry of this formula, charge and spin), the calculation gives 298.93 kJ/mol.

=====

This record from the OMol25 dataset describes C5H9NO in the gas phase. The level of theory is ωB97M-V with the def2-TZVPD basis set.

Geometry as XYZ:
```
16
Properties=species:S:1:pos:R:3:forces:R:3:nbo_charge:R:1
O 2.8826 -0.9867 -1.9123 -3.06 2.35 -1.15 -0.6229
C 1.8627 -0.2428 -1.9822 0.87 -1.27 1.42 0.5204
N 1.4115 0.3350 -0.7687 0.80 -1.16 -2.40 -0.6751
C 0.1270 1.0949 -0.6172 0.74 1.97 0.73 -0.2143
C -0.9867 0.2991 0.0849 0.47 -1.07 -0.76 -0.4938
C -0.6676 -0.1585 1.4653 -2.58 -3.05 2.86 -0.1779
C -1.6028 -0.9518 2.1743 1.91 3.59 -2.89 -0.4013
H 1.1841 -0.0246 -2.9470 1.58 -0.44 1.95 0.1338
H 2.1573 0.0444 -0.0630 -2.00 1.03 -0.64 0.4296
H -0.3359 1.4619 -1.6862 1.81 -0.69 2.65 0.2275
H 0.4775 1.9768 0.1373 -1.30 -1.42 -2.23 0.2085
H -2.0238 0.6726 -0.1477 1.12 -0.36 0.55 0.2329
H -0.8618 -0.7599 -0.2373 -0.62 0.78 -1.41 0.2479
H 0.3907 -0.3171 1.6908 -0.22 0.43 0.13 0.1983
H -2.6290 -0.8730 1.8122 0.11 -0.28 0.28 0.1839
H -1.3857 -1.5703 2.9968 0.38 -0.41 0.90 0.2025
```
Positions in Å, forces in eV/Å.

As for the calculated total energy: -8865.85651 eV. For the LUMO energy, the calculation gives 0.85 eV. Its net charge is 0. The SMILES is C=CCCNC=O. The calculation puts the HOMO energy at -9.23 eV. The spin multiplicity is 1. For the relative energy (zero: lowest compared OMol25 entry of this formula, charge and spin), the calculation gives 323.81 kJ/mol.

=====

This record from the OMol25 dataset describes C9H10N2S in the gas phase. The level of theory is ωB97M-V with the def2-TZVPD basis set.

Geometry as XYZ:
```
22
Properties=species:S:1:pos:R:3:forces:R:3:nbo_charge:R:1
N -4.7712 1.7686 1.3960 2.03 -0.96 -1.30 -0.2999
C -3.8174 1.2953 0.9056 -1.22 0.25 1.46 0.2684
S -1.8832 -0.7466 1.2062 0.04 0.31 -0.35 0.4809
C -2.5962 0.6562 0.4620 -0.71 0.20 0.07 -0.3549
C -1.8831 1.0851 -0.6030 1.84 0.11 -0.75 -0.1518
C -0.6370 0.3241 -0.8327 -2.73 -0.65 1.84 -0.0948
C -0.5900 -0.7299 0.0622 0.63 0.84 -0.84 -0.1507
N 1.1370 -0.7544 -2.1101 0.20 0.24 -0.02 -0.6321
C 0.2862 0.4613 -1.9677 1.30 -0.08 -0.68 -0.2391
C 2.6150 -2.4714 -1.1318 -0.62 -0.16 -0.37 -0.6110
C 0.4911 -1.7776 -0.0204 0.32 0.61 1.09 -0.4424
C 1.7132 -1.2747 -0.8534 -1.17 -0.48 -0.22 -0.0400
H -2.1865 1.9590 -1.1836 0.12 -0.33 0.14 0.2314
H 1.8750 -0.6376 -2.8159 -0.58 0.16 0.46 0.3696
H -0.3250 0.5310 -2.8711 0.20 0.16 -0.09 0.2164
H 0.8827 1.4045 -1.8705 -0.31 -0.52 -0.08 0.1852
H 2.8292 -3.0085 -0.2085 0.17 0.09 0.02 0.2171
H 3.5345 -2.1667 -1.6088 0.40 0.07 -0.06 0.2097
H 2.1063 -3.1745 -1.8129 0.10 0.27 0.24 0.2162
H 0.0644 -2.6392 -0.5141 0.06 -0.39 -0.28 0.2286
H 0.7668 -2.1023 1.0107 0.11 0.22 -0.70 0.2196
H 2.2966 -0.4996 -0.3467 -0.18 0.04 0.41 0.1735
```
Positions in Å, forces in eV/Å.

As for the calculated total energy: -23310.07962 eV. For the LUMO energy, the calculation gives 0.49 eV. Its net charge is 0. The SMILES is C[C@@H]1Cc2sc(C#N)cc2CN1. The calculation puts the HOMO energy at -8.98 eV. The spin multiplicity is 1. For the relative energy (zero: lowest compared OMol25 entry of this formula, charge and spin), the calculation gives 65.73 kJ/mol.

=====

> Look up the net charge of the first one.

0